Entry 1:
DFT (ωB97M-V/def2-TZVPD) results for a molecular structure, C36H22BrCl5N4O4Re.

Each line ends with the Mulliken charge.
Positions of all 73 atoms, in Å:
Re  0.38005  -0.32056  0.48881  1.466
Br  -0.60694  4.27402  0.31572  -0.134
Cl  1.43448  -3.56518  0.10974  -0.198
Cl  5.04659  -0.30582  3.97026  -0.203
Cl  2.68827  1.09807  2.60955  -0.092
Cl  5.57340  -3.33196  3.49836  -0.197
Cl  3.74057  -4.93691  1.57575  -0.201
O  0.95140  1.55373  -0.04521  -0.155
O  3.07457  2.30557  -0.21966  -0.534
O  2.51566  -0.50155  -0.91263  -0.091
O  -0.88317  -1.82993  0.86646  -0.330
N  -1.52538  0.79773  -0.06135  -0.173
N  -0.42930  0.31275  2.41317  0.273
N  -0.05311  -1.11512  -1.41383  0.743
N  -1.21330  -1.90621  -1.39701  -0.938
C  -1.52904  -2.25948  -0.19701  0.238
C  4.25006  -2.55542  2.72081  0.429
C  2.91735  -0.59615  2.30999  0.911
C  -3.36837  -3.72604  -1.03445  -0.358
C  2.64411  -0.20967  -2.12754  0.084
C  -1.74626  1.01762  4.77790  -0.649
C  -3.06353  -3.45748  1.33968  -0.348
C  0.30265  4.16480  -1.35676  0.311
C  -3.53982  2.06301  3.42911  -0.931
C  0.51581  4.99589  -3.59188  -0.572
C  -4.09029  2.31636  2.20617  -0.782
C  -4.44055  -4.56853  -0.79848  -0.734
C  1.53362  -0.23845  -3.03986  0.876
C  -3.42868  1.89327  1.03796  -0.266
C  3.92140  0.15411  -2.68234  -0.642
C  1.90830  2.33194  -0.50881  0.169
C  2.93589  0.47580  -4.88424  -0.650
C  -1.62975  0.98762  2.36082  0.043
C  2.03796  3.33611  -2.76545  -0.647
C  -4.13800  -4.30392  1.57129  -0.765
C  3.41834  -3.27018  1.86427  -0.051
C  1.71802  0.10288  -4.40908  -0.838
C  -0.60392  0.28000  4.80444  -1.209
C  4.00598  -1.20556  2.93495  -0.053
C  -4.82812  -4.85876  0.50434  -0.409
C  0.32066  -0.80552  -2.63658  -0.786
C  -0.13142  5.01003  -2.36500  -0.580
C  -2.67668  -3.16344  0.03645  0.330
C  1.60208  4.15819  -3.79143  -0.798
C  2.03172  -1.28371  1.47463  -0.983
C  1.38453  3.31160  -1.53715  0.342
C  2.34415  -2.63112  1.24887  0.573
C  -2.22695  1.24908  1.11080  0.051
C  -2.30876  1.37674  3.53193  0.227
C  0.02184  -0.05759  3.59207  0.031
C  4.04682  0.48833  -3.99395  -0.468
H  -3.86755  2.08371  0.06645  0.487
H  4.76228  0.17365  -2.00201  0.405
H  2.89179  2.68539  -2.90200  0.600
H  0.17369  5.64913  -4.38385  0.378
H  -0.39039  -1.09545  -3.40809  0.469
H  0.86006  0.05478  -5.07138  0.388
H  -2.12839  0.24727  -0.67020  0.468
H  0.92041  -0.65379  3.59988  0.655
H  -4.97353  -5.00662  -1.63221  0.404
H  -5.03673  2.83264  2.12588  0.426
H  -1.15501  1.59497  -0.58024  0.255
H  -3.05014  -3.49881  -2.04247  0.459
H  -4.43310  -4.53362  2.58684  0.411
H  -2.24900  1.31108  5.69097  0.456
H  5.02131  0.77168  -4.37518  0.382
H  -5.66441  -5.52142  0.68585  0.388
H  -4.04268  2.36633  4.33843  0.420
H  -0.96299  5.67709  -2.18504  0.441
H  -2.51174  -3.02567  2.16323  0.453
H  2.11336  4.14514  -4.74490  0.421
H  -0.15273  -0.04650  5.72986  0.474
H  3.07058  0.73804  -5.92441  0.426

The value obtained for the HOMO energy (spin up / spin down) is -7.226 / -7.438 eV. The energy above the lowest of the compared OMol25 structures with the same formula, charge and spin is 0.695 eV. As for the charge: 0. As for the spin multiplicity: 4.

Entry 2:
DFT (ωB97M-V/def2-TZVPD) results for a molecular structure, C36H24F9N4OPPt.

Each line ends with the natural charge from an NBO analysis.
Positions of all 76 atoms, in Å:
Pt  2.00539  -0.80152  -0.70503  1.058
P  -0.24509  0.55467  -0.53645  1.118
F  -0.91236  2.09164  -7.06998  -0.324
F  0.99804  5.73506  3.64246  -0.323
F  -6.20033  -2.38857  -0.75902  -0.320
F  -6.38989  -1.75792  1.28442  -0.320
F  1.20212  2.09354  -6.69879  -0.318
F  2.55476  4.33456  4.13381  -0.322
F  -5.26773  -3.53118  0.80355  -0.321
F  0.61111  4.14145  5.03019  -0.320
F  0.06704  3.89838  -6.43302  -0.319
O  2.56889  -0.06574  1.14718  -0.713
N  1.28781  -2.03019  -2.13334  -0.508
N  1.23121  -2.14764  0.48124  -0.344
N  1.34837  -1.91276  1.76939  -0.412
N  3.26071  1.35095  -2.59328  -0.470
C  2.52216  0.20146  6.13850  -0.202
C  -0.77064  0.94760  -4.52433  -0.192
C  0.22080  3.01677  -3.78123  -0.152
C  -3.16848  -1.75841  1.04155  -0.131
C  -5.52494  -2.27894  0.39412  0.971
C  2.89059  0.52081  -1.88834  -0.100
C  -0.79692  2.07538  1.75284  -0.134
C  0.13261  2.59017  -2.46758  -0.168
C  1.31217  2.49394  0.65201  -0.172
C  -0.43205  2.92893  2.77537  -0.191
C  0.07462  1.84689  0.69107  -0.388
C  1.29328  -1.91305  -3.46282  0.077
C  1.89727  -0.98674  5.79089  -0.221
C  0.03068  2.57350  -6.24276  0.972
C  2.06060  -0.83693  2.05952  0.516
C  -4.27213  -1.46164  0.24902  -0.143
C  3.02365  1.03627  5.15098  -0.205
C  -0.07054  -3.86358  -3.72028  -0.173
C  0.80935  3.54983  2.74239  -0.119
C  -4.21456  -0.43731  -0.68735  -0.171
C  -0.85819  0.52568  -3.21430  -0.139
C  -0.20521  2.18493  -4.80756  -0.130
C  0.10897  -4.33216  0.65979  -0.668
C  -0.09169  -3.99840  -2.36005  -0.229
C  0.64428  -2.79511  -4.29313  -0.327
C  1.24072  4.43131  3.88214  0.972
C  2.23617  -0.48890  3.46355  -0.057
C  -1.98981  -1.07056  0.84045  -0.206
C  0.64170  -3.17201  -0.12277  0.159
C  0.60028  -3.08323  -1.53517  0.088
C  2.88616  0.69542  3.81870  -0.210
C  -1.89859  -0.09512  -0.15523  -0.364
C  1.75253  -1.33318  4.46405  -0.182
C  -0.38943  1.33422  -2.17506  -0.386
C  1.67343  3.35262  1.67011  -0.175
C  -3.02844  0.23440  -0.90078  -0.186
H  1.84615  -1.07149  -3.86392  0.233
H  2.63398  3.84349  1.65294  0.239
H  -1.27623  -0.44516  -2.98764  0.218
H  0.24768  -4.13039  1.71907  0.250
H  1.26667  -2.25483  4.18502  0.230
H  -1.09810  3.09502  3.60767  0.236
H  3.52215  1.95448  5.42715  0.218
H  1.52641  -1.64148  6.56544  0.213
H  2.00470  2.28917  -0.15370  0.250
H  -2.97480  1.02104  -1.63793  0.234
H  -1.11203  0.31281  -5.32666  0.236
H  0.48293  3.23429  -1.67695  0.231
H  -1.12725  -1.29506  1.45127  0.247
H  -3.22962  -2.53755  1.78470  0.232
H  -5.09042  -0.18160  -1.26210  0.237
H  -0.64150  -4.79825  -1.89416  0.223
H  0.69142  -2.66483  -5.36062  0.228
H  -0.95240  -4.48547  0.46517  0.222
H  2.61471  0.47726  7.17962  0.213
H  0.63984  -5.24944  0.40468  0.231
H  0.64187  3.98192  -4.00872  0.239
H  -1.75513  1.57923  1.78433  0.218
H  3.27157  1.33255  3.03599  0.231
H  -0.59302  -4.56529  -4.35231  0.220

The value obtained for the HOMO energy (spin up / spin down) is -6.021 / -8.153 eV. As for the charge: 0. As for the spin multiplicity: 3.

Entry 3:
DFT (ωB97M-V/def2-TZVPD) results for a molecular structure, C36H25Cl2CrIN9O4.

Each line ends with the Mulliken charge.
Positions of all 78 atoms, in Å:
I  -4.41736  -0.51936  -6.00330  0.039
Cr  2.06090  0.76487  -1.40783  0.410
Cl  3.60888  -0.26670  5.32610  -0.218
Cl  3.08509  2.84605  5.23479  -0.251
O  1.94520  4.40667  0.52138  -0.818
O  1.93331  -0.44885  -2.90847  -0.195
O  1.98117  -2.39997  1.43789  -0.750
O  2.37388  -1.41456  -4.86619  -0.729
N  -2.51100  -1.10537  0.27500  -0.811
N  1.28805  2.43968  -2.38132  0.371
N  0.50850  -2.68072  -1.19540  0.059
N  2.24700  2.15587  0.12940  0.130
N  0.00528  -0.55261  5.00058  -0.137
N  -0.94199  -0.13202  1.49566  1.306
N  -0.74496  -0.57188  6.07662  -0.964
N  -0.76040  -0.00730  3.97926  0.923
N  2.53304  -0.48915  0.29561  -0.366
C  3.05794  1.96004  3.79915  0.185
C  1.82491  3.37531  -0.20011  0.333
C  -3.15934  0.51212  3.67451  -0.247
C  -0.16175  4.61606  -3.13459  -0.368
C  -2.46654  -0.70486  -5.36442  -0.078
C  0.15830  -0.80211  -4.51955  0.219
C  1.10940  -4.43373  -2.81018  -0.604
C  -3.16591  0.08111  6.53839  -0.739
C  -2.21099  -0.48578  -4.04375  -0.678
C  -0.88699  -0.51254  -3.66798  0.224
C  -1.62608  -1.24850  1.27219  0.815
C  2.89158  2.51044  2.54393  -0.726
C  -0.07989  0.06006  2.63968  -2.460
C  0.05613  3.57799  -4.02313  -0.783
C  -4.27762  0.48691  5.79627  -0.278
C  1.64100  -0.89273  -4.06474  0.164
C  2.12608  -1.73570  0.39516  0.664
C  -2.41742  0.26332  -0.10211  -1.147
C  3.25732  0.53976  3.85408  0.172
C  -1.41673  0.87531  0.65224  -0.373
C  1.11121  3.49253  -1.56231  0.322
C  2.43984  -4.23240  -2.48987  -0.528
C  0.48275  4.64334  -1.93602  -0.661
C  1.80520  -2.48596  -0.87372  -0.069
C  -0.14204  -1.12315  -5.83973  -0.615
C  -4.32389  0.66395  4.43340  -0.942
C  -1.97759  -0.12857  5.79069  0.058
C  -1.40995  -2.50556  2.09984  -1.035
C  0.82911  2.49821  -3.62487  -0.305
C  2.73223  1.68939  1.37219  -0.127
C  -1.47027  -1.08373  -6.25973  -0.498
C  2.78054  0.30673  1.45025  -0.006
C  3.09794  -0.20798  2.69513  -0.488
C  2.74381  -3.28179  -1.49546  -0.363
C  -1.99117  0.20775  4.41668  1.012
C  0.22957  -3.61430  -2.09686  -0.360
H  -1.03483  1.83964  0.52823  0.583
H  3.75730  -3.14058  -1.11804  0.441
H  -1.77971  -1.32209  -7.26212  0.379
H  -0.35255  -2.76710  1.90171  0.182
H  3.20220  -1.27782  2.71712  0.483
H  0.39403  1.02090  2.43680  0.111
H  -2.10404  -3.27797  1.84628  0.431
H  0.65798  -1.55760  -6.49371  0.358
H  0.62440  -0.73667  2.67882  1.370
H  -0.79417  5.39283  -3.38110  0.527
H  2.80424  3.55788  2.46400  0.679
H  -0.62850  -0.32969  -2.64923  0.580
H  -3.00909  -0.30466  -3.31708  0.434
H  -5.23213  1.05795  3.98529  0.366
H  -3.08577  0.78387  2.64475  0.431
H  1.00802  1.69384  -4.35786  0.583
H  -5.17242  0.66684  6.34081  0.374
H  -0.84627  -3.63034  -2.33351  0.390
H  -0.49761  3.47082  -4.95571  0.402
H  3.25089  -4.82232  -2.94882  0.349
H  -3.13641  -0.10697  7.61560  0.417
H  0.23771  5.46186  -1.25988  0.387
H  -2.90280  0.70342  -0.96983  0.487
H  0.71985  -5.11848  -3.58100  0.411
H  -1.46565  -2.16311  3.14403  0.158

The value obtained for the HOMO energy (spin up / spin down) is -5.111 / -5.317 eV. The energy above the lowest of the compared OMol25 structures with the same formula, charge and spin is 1.399 eV. As for the charge: -1. As for the spin multiplicity: 5.